# 1
Molecular formula: C7H9ClO
Method: DFT, ωB97M-V/def2-TZVPD

Properties
- SMILES = Oc1ccccc1.CCl
- HOMO level (eV) = -8.65
- orbital gap (eV) = 9.508
- relative energy (zero: lowest compared OMol25 entry of this formula, charge and spin) (kcal/mol) = 0.0

The geometry in ORCA input format:
```
! RIJCOSX wB97M-V def2-TZVPD def2/J DEFGRID3
* xyz 0 1
O -0.507 1.875 -0.368
C 0.149 0.932 0.384
C 1.521 1.108 0.568
C 2.239 0.183 1.322
C 1.599 -0.917 1.895
C 0.228 -1.086 1.707
C -0.499 -0.165 0.953
H -1.462 1.626 -0.414
H 2.011 1.978 0.112
H 3.319 0.326 1.464
H 2.170 -1.644 2.489
H -0.289 -1.947 2.151
H -1.578 -0.299 0.806
C -1.676 -0.435 -2.666
Cl -3.171 0.154 -1.925
H -1.044 -0.931 -1.910
H -1.109 0.403 -3.104
H -1.904 -1.161 -3.465
*
```

These are the Mulliken partial charges, in e, on atoms 1 to 2:
1. O -0.564
2. C 0.586

***

# 2
Molecular formula: C3H4F2
Method: DFT, ωB97M-V/def2-TZVPD

Properties
- SMILES = FC1(F)CC1
- HOMO level (eV) = -9.71
- orbital gap (eV) = 10.778
- relative energy (zero: lowest compared OMol25 entry of this formula, charge and spin) (kcal/mol) = 68.7

The geometry in ORCA input format:
```
! RIJCOSX wB97M-V def2-TZVPD def2/J DEFGRID3
* xyz 0 1
F 1.708 -0.916 -0.093
C 0.709 -0.046 -0.088
F 1.295 1.130 -0.155
C -0.490 -0.050 0.680
C -0.712 -0.232 -0.805
H -0.400 -0.784 1.665
H -0.541 1.058 1.080
H -0.720 0.970 -1.213
H -0.849 -1.130 -1.072
*
```

These are the Mulliken partial charges, in e, on atoms 1 to 2:
1. F -0.271
2. C 0.804

***

# 3
Molecular formula: C15H33BF7O6S2
Method: DFT, ωB97M-V/def2-TZVPD

Properties
- HOMO level (eV) = -5.69
- orbital gap (eV) = 8.158

The geometry in ORCA input format:
```
! RIJCOSX wB97M-V def2-TZVPD def2/J DEFGRID3
* xyz -1 1
O 2.304 -1.376 1.508
S 0.881 -1.584 1.330
O 0.462 -1.186 -0.002
B 0.460 -3.470 1.596
O 0.153 -4.125 0.323
C 1.587 -4.217 2.474
C 2.878 -4.540 1.709
C 4.111 -4.617 2.619
S 3.909 -5.534 4.188
C -0.038 -0.574 2.617
F -1.229 -1.056 2.917
F 0.685 -0.646 3.720
C -0.198 0.921 2.278
F 0.873 1.419 1.723
F -0.360 1.573 3.433
C -1.459 1.253 1.405
F -2.426 1.625 2.172
F -1.157 2.284 0.629
F -1.853 0.281 0.674
H -0.577 -3.473 2.253
H -0.805 -4.170 0.265
H 1.781 -3.694 3.407
H 1.144 -5.167 2.758
H 3.058 -3.792 0.945
H 2.805 -5.494 1.201
H 4.418 -3.615 2.891
H 4.954 -5.077 2.119
H 2.670 -6.040 4.153
C -3.748 1.042 -2.344
C -4.906 1.915 -1.885
C -4.411 2.952 -0.901
O -5.923 1.119 -1.272
H -3.294 0.526 -1.494
H -4.097 0.274 -3.036
H -2.976 1.633 -2.839
H -5.370 2.391 -2.751
H -3.990 2.478 -0.010
H -5.235 3.584 -0.565
H -3.643 3.587 -1.346
H -5.530 0.683 -0.506
C 3.238 -3.593 -4.032
C 3.492 -3.056 -2.631
C 3.092 -1.596 -2.515
O 4.876 -3.214 -2.301
H 3.830 -3.040 -4.768
H 3.534 -4.641 -4.100
H 2.184 -3.509 -4.301
H 2.930 -3.646 -1.906
H 3.680 -0.978 -3.204
H 3.281 -1.227 -1.507
H 2.034 -1.458 -2.738
H 5.386 -2.694 -2.933
C -0.290 6.791 -0.287
C -1.761 6.474 -0.511
C -2.391 5.867 0.733
O -1.897 5.576 -1.613
H 0.268 5.880 -0.056
H 0.150 7.220 -1.188
H -0.157 7.496 0.535
H -2.294 7.385 -0.785
H -1.903 4.925 0.997
H -3.443 5.638 0.558
H -2.318 6.546 1.585
H -1.428 4.762 -1.387
*
```

These are the Mulliken partial charges, in e, on atoms 1 to 2:
1. O -0.761
2. S 1.130

***

# 4
Molecular formula: C34H42HgN4O3P2S
Method: DFT, ωB97M-V/def2-TZVPD

Properties
- HOMO level (eV) = -7.18
- orbital gap (eV) = 2.235
- relative energy (zero: lowest compared OMol25 entry of this formula, charge and spin) (kcal/mol) = 63.1

The geometry in ORCA input format:
```
! RIJCOSX wB97M-V def2-TZVPD def2/J DEFGRID3
* xyz 0 1
Hg 1.097 1.555 -2.699
C -2.505 1.015 3.044
C -1.406 1.103 2.292
C -0.427 0.120 1.658
C -0.699 -0.541 0.284
C -2.046 -1.207 0.039
C -3.027 -1.412 0.927
C -3.092 -1.422 2.433
C -3.431 -0.141 3.235
C -0.731 2.809 -1.835
H -2.806 1.896 3.671
H -0.969 2.120 2.353
H -0.205 -0.696 2.373
H 0.539 0.706 1.524
H -0.533 0.240 -0.497
H 0.102 -1.296 0.084
H -2.210 -1.490 -1.029
H -4.015 -1.691 0.529
H -2.215 -1.893 2.898
H -3.997 -2.051 2.609
H -4.499 0.108 3.100
H -3.356 -0.335 4.332
H -0.419 3.447 -0.981
H -1.463 2.128 -1.402
H -1.354 3.517 -2.430
P 1.943 -2.170 -3.200
P 3.907 -1.200 -0.726
N 0.730 -3.436 -3.399
N 2.527 -2.305 -4.865
N 3.421 -2.329 0.591
N 5.519 -0.867 -0.067
C 3.186 -3.299 -2.403
C 4.423 -2.522 -1.920
C -0.635 -3.304 -3.116
C -1.248 -4.532 -3.322
C -0.232 -5.458 -3.718
C 0.969 -4.772 -3.733
C 2.526 -1.243 -5.786
C 3.193 -1.660 -6.928
C 3.642 -3.000 -6.700
C 3.190 -3.376 -5.459
C 2.306 -2.095 1.406
C 2.102 -3.190 2.234
C 3.126 -4.136 1.937
C 3.911 -3.597 0.923
C 6.427 -1.672 0.634
C 7.606 -0.966 0.816
C 7.461 0.285 0.133
C 6.199 0.312 -0.425
H 3.542 -4.079 -3.093
H 2.632 -3.779 -1.567
H 5.137 -3.213 -1.449
H 4.934 -1.977 -2.737
H -1.026 -2.353 -2.783
H -2.294 -4.763 -3.189
H -0.335 -6.507 -3.960
H 1.966 -5.141 -3.915
H 2.058 -0.298 -5.529
H 3.356 -1.084 -7.827
H 4.262 -3.619 -7.344
H 3.300 -4.331 -4.947
H 1.766 -1.164 1.328
H 1.312 -3.307 2.964
H 3.290 -5.100 2.398
H 4.773 -4.020 0.421
H 6.165 -2.673 0.954
H 8.467 -1.305 1.378
H 8.212 1.063 0.068
H 5.701 1.050 -1.042
C -8.336 6.670 4.246
C -6.918 6.351 3.892
C -6.277 7.272 3.055
C -4.986 7.083 2.579
C -4.265 5.929 2.963
C -4.874 5.010 3.821
C -6.191 5.210 4.281
S -2.585 5.571 2.338
O -2.740 5.998 0.950
O -1.708 6.400 3.166
O -2.420 4.126 2.535
H -8.364 7.623 4.789
H -8.908 6.863 3.327
H -8.877 5.920 4.824
H -6.844 8.149 2.746
H -4.539 7.819 1.902
H -4.301 4.117 4.116
H -6.620 4.435 4.924
*
```

These are the Mulliken partial charges, in e, on atoms 1 to 2:
1. Hg 0.742
2. C -0.426

***

# 5
Molecular formula: CH12F3O9S
Method: DFT, ωB97M-V/def2-TZVPD

Properties
- ⟨S²⟩ = 0.77
- HOMO level (alpha / beta) (eV) = -11.08 / -11.02
- orbital gap (alpha / beta) (eV) = 10.996 / 4.191

The geometry in ORCA input format:
```
! RIJCOSX wB97M-V def2-TZVPD def2/J DEFGRID3
* xyz 0 2
C -13.988 12.108 -26.188
F -14.893 11.263 -26.528
F -14.416 13.334 -26.412
F -13.689 12.148 -24.929
S -12.321 11.828 -27.227
O -12.684 11.604 -28.653
O -11.534 13.094 -27.044
O -11.656 10.648 -26.664
O -10.712 8.524 -28.947
H -10.479 9.452 -28.937
H -11.477 8.462 -28.375
O -11.043 14.355 -24.683
H -11.055 13.946 -25.548
H -11.697 15.052 -24.737
O -9.212 9.484 -26.670
H -8.718 10.208 -27.054
H -10.124 9.774 -26.698
O -10.615 11.209 -24.353
H -10.698 10.915 -25.260
H -11.415 10.902 -23.927
O -17.809 10.757 -24.866
H -18.706 10.455 -25.014
H -17.259 10.065 -25.234
O -12.097 15.749 -27.187
H -11.195 16.070 -27.164
H -12.012 14.801 -27.291
*
```

These are the Mulliken partial charges, in e, on atoms 1 to 2:
1. C 0.768
2. F -0.185

***

Looking at DFT total energy for the records above, in order, we have -21974.870, -8607.134, -69746.814, -81622.274, -38642.415 eV.